A | The following is a quantum chemistry calculation of a 2-piece molecular cluster, C7H9NO overall, from the OMol25 dataset.

CARTESIAN COORDINATES (ANGSTROEM)
N 2.583 -0.951 0.404
C 1.553 -0.395 0.435
C 0.349 0.297 0.935
C -0.162 1.386 -0.001
C -1.469 1.243 -0.247
C -2.025 0.016 0.391
C -1.433 -1.290 -0.107
C -0.861 -0.629 1.110
H 0.624 0.738 1.908
H 0.478 2.186 -0.373
H -2.079 1.957 -0.802
H -3.030 0.020 0.815
H -2.008 -2.201 0.064
H -0.861 -1.268 -1.038
H -1.000 -1.110 2.077
O 3.049 -0.117 -2.230
H 2.774 0.737 -1.879
H 3.519 -0.620 -1.463

The orbital gap comes out at 10.4 eV.

These are the natural (NBO) partial charges, in e, on atoms 1 to 2:
1. N -0.362
2. C 0.327



B | The following is a quantum chemistry calculation of a 2-piece molecular cluster, C7H9NO overall, from the OMol25 dataset.

CARTESIAN COORDINATES (ANGSTROEM)
H 0.624 -2.859 -0.245
N 0.656 -1.976 -0.750
C 0.897 -0.962 0.017
C 1.810 0.170 -0.557
C 1.958 1.289 0.099
H 1.120 -1.100 1.087
H 2.154 -0.031 -1.557
H 1.193 1.431 0.976
H 2.461 2.196 -0.186
C -0.631 1.133 1.136
C -0.883 0.171 0.189
C -2.021 -0.815 -0.096
C -1.546 0.170 -1.093
O -1.650 0.611 -2.197
H -0.612 2.181 0.867
H -0.832 0.917 2.179
H -2.988 -0.680 0.369
H -1.710 -1.845 -0.242

The orbital gap (spin up / spin down) comes out at 8.3 / 8.3 eV.

These are the natural (NBO) partial charges, in e, on atoms 1 to 2:
1. H 0.340
2. N -0.648



Energy ordering: A at the bottom, the next structure 0.1642 hartree above.



A | The following is a quantum chemistry calculation of C3H7BrN as an isolated structure, from the OMol25 dataset.

CARTESIAN COORDINATES (ANGSTROEM)
C 1.393 0.399 1.670
C 0.976 -0.129 0.541
C -0.880 0.005 0.021
N -0.937 -0.168 -1.454
Br 1.901 -1.251 -0.746
H 2.342 0.285 2.171
H 0.794 1.145 2.270
H -1.612 -0.669 0.450
H -1.140 1.019 0.344
H -1.269 0.672 -1.939
H -1.572 -0.961 -1.633
H 0.003 -0.347 -1.696

The net charge is +1. The orbital gap comes out at 10.4 eV.

These are the natural (NBO) partial charges, in e, on atoms 1 to 2:
1. C -0.419
2. C -0.094



B | The following is a quantum chemistry calculation of a 2-piece molecular cluster, C3H7BrN overall, from the OMol25 dataset.

CARTESIAN COORDINATES (ANGSTROEM)
C 0.246 -0.849 0.750
C 0.106 -0.725 -0.739
C 1.539 1.232 0.024
N 0.860 0.176 0.022
Br -3.307 -0.365 0.343
H -0.318 -0.480 1.527
H 0.871 -1.693 1.032
H 0.953 -1.112 -1.364
H -0.803 -0.413 -1.337
H 1.979 1.843 0.924
H 1.823 1.696 -0.844
H -3.950 0.689 -0.337

The net charge is +1. The orbital gap comes out at 9.3 eV.

These are the natural (NBO) partial charges, in e, on atoms 1 to 2:
1. C -0.214
2. C -0.221



Energy ordering: A at the bottom, the next structure 0.0298 hartree above.



A | The following is a quantum chemistry calculation of a single C3H9N3S2 molecule, from the OMol25 dataset.

CARTESIAN COORDINATES (ANGSTROEM)
C -0.186 -2.227 -0.384
C -2.350 0.793 -0.235
C 1.942 1.147 0.211
N -1.157 0.408 0.371
N 1.382 -0.154 -0.041
N 0.795 -2.646 0.329
S -3.865 -0.261 0.117
S -0.083 -0.397 -0.420
H -2.269 0.825 -1.333
H -2.647 1.771 0.147
H -3.308 -1.423 -0.213
H 1.173 1.878 0.472
H 2.486 1.496 -0.672
H 2.645 1.060 1.041
H 0.905 -3.634 0.524
H 1.498 -1.975 0.673
H -0.417 -0.179 -1.817

The orbital gap comes out at 8.8 eV.

These are the natural (NBO) partial charges, in e, on atoms 1 to 2:
1. C -0.084
2. C -0.311



B | The following is a quantum chemistry calculation of a single C3H9N3S2 molecule, from the OMol25 dataset.

CARTESIAN COORDINATES (ANGSTROEM)
C 1.819 0.368 -1.229
C 0.229 -1.723 1.635
C -2.071 1.418 -0.488
N 0.337 -0.417 1.202
N -0.768 0.974 -0.932
N 1.579 1.497 -1.751
S 1.594 -2.907 1.465
S 0.161 -0.116 -0.357
H -0.678 -2.135 1.169
H 0.338 -1.576 2.703
H 2.049 -2.751 2.726
H -2.102 1.521 0.565
H -2.821 0.669 -0.798
H -2.321 2.400 -1.047
H 2.259 2.061 -2.145
H 0.698 2.022 -1.658
H -0.302 -1.303 -1.060

The orbital gap comes out at 9.0 eV.

These are the natural (NBO) partial charges, in e, on atoms 1 to 2:
1. C 0.016
2. C -0.363



Energy ordering: A at the bottom, the next structure 0.0413 hartree above.



A | The following is a quantum chemistry calculation of a 2-piece molecular cluster, C4H12OS overall, from the OMol25 dataset.

CARTESIAN COORDINATES (ANGSTROEM)
C -1.653 1.497 0.750
C -2.263 0.758 -0.414
O -2.365 -0.638 -0.105
H -2.181 1.267 1.669
H -1.708 2.567 0.549
H -0.616 1.207 0.885
H -3.254 1.153 -0.634
H -1.636 0.850 -1.314
H -3.203 -0.960 -0.445
C 2.448 -1.700 -0.354
C 1.435 -0.595 -0.099
S 2.202 1.064 -0.046
H 2.943 -1.545 -1.304
H 3.186 -1.732 0.447
H 1.945 -2.667 -0.411
H 0.909 -0.751 0.837
H 0.698 -0.535 -0.898
H 3.112 0.759 0.885

The orbital gap comes out at 9.9 eV.

These are the natural (NBO) partial charges, in e, on atoms 1 to 2:
1. C -0.629
2. C -0.060



B | The following is a quantum chemistry calculation of a 2-piece molecular cluster, C4H12OS overall, from the OMol25 dataset.

CARTESIAN COORDINATES (ANGSTROEM)
C -1.564 0.917 1.347
C -1.633 0.119 0.065
C -0.699 0.810 -1.031
C 0.091 -0.198 -1.782
S 1.297 0.617 -2.713
H -2.088 0.322 2.143
H -1.786 1.965 1.091
H -0.546 0.889 1.773
H -1.487 -0.980 0.052
H -2.598 0.175 -0.413
H -1.296 1.304 -1.815
H 0.074 1.536 -0.614
H 0.682 -0.996 -1.284
H -0.571 -0.844 -2.395
H 0.749 1.764 -2.600
O 1.186 -2.432 5.649
H 0.719 -2.178 4.793
H 0.746 -3.259 5.888

The orbital gap comes out at 9.4 eV.

These are the natural (NBO) partial charges, in e, on atoms 1 to 2:
1. C -0.619
2. C -0.403



C | The following is a quantum chemistry calculation of a 2-piece molecular cluster, C4H12OS overall, from the OMol25 dataset.

CARTESIAN COORDINATES (ANGSTROEM)
C 1.288 0.613 -0.953
C 0.017 0.221 -0.239
C 0.197 0.168 1.268
C -1.097 0.413 2.176
S -0.939 -0.552 3.684
H 1.658 1.629 -0.782
H 1.272 0.468 -2.031
H 2.154 0.038 -0.602
H -0.779 0.941 -0.422
H -0.324 -0.738 -0.632
H 0.737 -0.670 1.707
H 0.828 0.961 1.683
H -1.090 1.453 2.486
H -2.008 0.215 1.618
H -1.893 -1.474 3.670
O 0.144 -1.406 -3.886
H -0.151 -0.491 -3.987
H -0.014 -1.788 -4.760

The orbital gap comes out at 9.6 eV.

These are the natural (NBO) partial charges, in e, on atoms 1 to 2:
1. C -0.604
2. C -0.413



Energy ordering: A at the bottom, the next structure 0.0081 hartree above.



A | The following is a quantum chemistry calculation of C18H24Br3N3O10V as an isolated structure, from the OMol25 dataset.

CARTESIAN COORDINATES (ANGSTROEM)
O -0.256 2.325 5.675
V -1.793 2.287 5.077
O -2.617 1.422 5.976
C -0.676 -0.510 1.288
C -1.914 0.342 0.950
O -1.950 1.533 1.692
H -0.446 -0.745 2.327
H 0.168 0.063 0.902
H -0.713 -1.451 0.739
H -2.714 -0.330 1.260
H -2.042 0.697 -0.073
C -6.989 0.691 2.323
C -7.907 1.806 1.682
O -7.386 2.518 0.651
H -6.013 1.164 2.428
H -6.942 -0.134 1.612
H -7.387 0.483 3.316
H -8.222 2.481 2.478
H -8.812 1.331 1.304
C -6.170 -1.782 -2.652
N -7.379 -0.954 -2.905
O -7.273 0.227 -3.127
O -8.410 -1.578 -3.097
H -6.428 -2.693 -2.112
H -5.541 -1.184 -1.992
H -5.658 -1.938 -3.602
C 2.077 1.862 -4.357
C 2.951 0.762 -4.199
C 2.359 -0.450 -3.829
C 0.973 -0.677 -3.795
C 0.157 0.463 -3.992
C 0.705 1.709 -4.208
N 0.430 -2.017 -3.777
O 1.210 -2.887 -3.529
O -0.765 -2.207 -3.920
H 2.566 2.812 -4.516
H 3.981 0.982 -4.437
H 2.986 -1.327 -3.891
H -0.910 0.340 -4.103
H 0.078 2.584 -4.301
C 5.577 1.710 2.500
C 5.026 0.892 1.522
C 5.711 0.477 0.384
C 6.977 1.030 0.084
C 7.513 1.878 1.088
C 6.874 2.108 2.282
N 7.718 0.654 -1.229
O 8.621 1.432 -1.584
O 7.393 -0.375 -1.719
H 5.070 1.870 3.440
H 4.104 0.447 1.867
H 5.319 -0.278 -0.281
H 8.488 2.295 0.884
H 7.454 2.645 3.019
C 2.005 -5.029 4.476
Br 1.674 -3.341 5.472
Br 3.694 -5.899 5.299
Br 2.246 -4.783 2.572
H 1.211 -5.753 4.658

The net charge is -1. The orbital gap comes out at 2.1 eV.

These are the Löwdin partial charges, in e, on atoms 1 to 2:
1. O -0.461
2. V 1.036



B | The following is a quantum chemistry calculation of C18H24Br3N3O10V as an isolated structure, from the OMol25 dataset.

CARTESIAN COORDINATES (ANGSTROEM)
O -20.760 4.649 2.906
V -21.275 5.956 2.027
O -21.934 7.011 3.064
C -23.927 6.629 1.922
C -23.582 5.828 0.760
O -22.194 5.889 0.633
H -25.012 6.698 1.997
H -23.644 7.680 1.863
H -23.751 6.132 2.876
H -24.113 6.398 -0.002
H -24.120 4.881 0.710
C -21.395 8.829 2.119
C -20.695 9.709 1.088
O -21.015 9.650 -0.224
H -20.893 9.027 3.066
H -21.228 7.783 1.863
H -22.466 9.019 2.178
H -19.622 9.613 1.250
H -20.797 10.754 1.383
C -23.317 8.023 4.664
N -24.194 9.169 4.538
O -24.948 9.439 5.540
O -24.294 9.735 3.445
H -22.931 7.825 3.664
H -23.900 7.193 5.064
H -22.543 8.312 5.375
C -26.488 7.655 -0.897
C -27.156 7.686 -2.031
C -27.876 6.600 -2.551
C -27.743 5.401 -1.909
C -26.974 5.308 -0.759
C -26.373 6.466 -0.259
N -28.446 4.175 -2.372
O -28.615 3.302 -1.548
O -28.912 4.230 -3.455
H -25.898 8.528 -0.658
H -27.202 8.469 -2.773
H -28.355 6.782 -3.502
H -26.925 4.360 -0.244
H -25.780 6.456 0.644
C -23.133 2.948 1.550
C -22.135 3.248 0.578
C -20.831 2.703 0.672
C -20.587 1.776 1.672
C -21.522 1.623 2.707
C -22.740 2.262 2.670
N -19.308 1.147 1.723
O -18.450 1.648 1.027
O -19.068 0.293 2.622
H -24.114 3.382 1.673
H -22.273 3.947 -0.234
H -20.130 2.951 -0.112
H -21.373 1.053 3.612
H -23.464 2.164 3.465
C -25.991 3.658 3.530
Br -25.218 1.881 3.530
Br -26.862 4.176 1.810
Br -24.544 5.037 3.748
H -26.791 3.791 4.257

The net charge is -1. The orbital gap comes out at 4.5 eV.

These are the Löwdin partial charges, in e, on atoms 1 to 2:
1. O -0.376
2. V 0.987



Energy ordering: A at the bottom, the next structure 0.1187 hartree above.